{
  "formula": "C6H8O2",
  "method": "ωB97M-V/def2-TZVPD",
  "symbols": ["C", "C", "C", "C", "C", "C", "H", "H", "H", "H", "H", "H", "H", "H", "O", "O"],
  "coordinates": [[-0.144, 1.799, -0.104], [-0.103, 0.454, 0.541], [1.027, -0.366, 0.443], [0.405, -1.747, 0.209], [-0.841, -1.729, -0.263], [-1.272, -0.389, 0.108], [-0.026, 1.567, -1.141], [0.507, 2.803, 0.203], [-1.233, 2.144, -0.385], [0.023, 0.825, 1.486], [1.263, -0.346, 1.460], [1.144, 0.447, -1.328], [1.061, -2.638, 0.161], [-1.540, -2.519, -0.681], [2.200, -0.213, -0.527], [-2.472, -0.091, -0.183]],
  "forces_ev_per_angstrom": [[-1.5, 3.6, -2.3], [-3.3, 4.0, -0.9], [4.0, -4.9, -0.9], [1.9, -1.8, -1.7], [0.1, -0.3, 1.1], [-5.7, 0.2, -2.7], [1.3, 0.4, -1.7], [-1.5, -3.3, -0.5], [1.6, -0.5, 1.7], [-1.5, 0.0, 3.2], [2.7, -0.6, 1.3], [4.6, -2.1, 2.1], [-0.3, 0.7, 0.3], [1.2, 1.2, 0.8], [-7.1, 2.9, -1.2], [3.5, 0.5, 1.7]],
  "lowdin_charge": [-0.056, -0.365, -0.398, 0.011, 0.016, -0.322, 0.034, 0.166, 0.130, 0.128, 0.129, 0.319, 0.129, 0.152, -0.109, 0.037],
  "largest_force_ev_per_a": 7.79,
  "e_tot_ev": -10440.0129,
  "de_lowest_ev": 6.713,
  "multiplicity": 1,
  "homo_lumo_gap_ev": 9.72
}